No. 1
Here is a single C3H8N2 molecule from the Open Molecules 2025 dataset. Energies are from the ωB97M-V functional and the def2-TZVPD basis.

LUMO level in eV: 0.996
HOMO level in eV: -8.35
SMILES string: C=NN(C)C
M in g/mol: 72.11
E_tot in hartree: -228.48455
Largest force on an atom in eV/Å: 3.40
Energy above the lowest of the compared OMol25 structures with the same formula, charge and spin in kcal/mol: 103.0
Multiplicity: 1

The geometry in XYZ format:
```
13
Properties=species:S:1:pos:R:3:mulliken_charge:R:1
C 1.326 -1.079 -1.172 -0.3680
N 0.984 0.178 -0.874 -0.5211
N -0.182 0.399 -0.190 0.3117
C -0.930 -0.782 0.312 -0.7867
C -0.080 1.681 0.604 -0.8419
H 0.485 -1.871 -1.106 0.2584
H 2.320 -1.321 -1.593 0.2840
H -1.462 -0.592 1.399 0.2333
H -0.202 -1.742 0.493 0.3031
H -1.893 -0.977 -0.448 0.2191
H -0.459 2.545 -0.076 0.2381
H -0.703 1.670 1.461 0.3405
H 0.798 1.891 1.191 0.3293
```


No. 2
Here is 2 unconnected molecules or ions with the total composition C3H8N2 from the Open Molecules 2025 dataset. Energies are from the ωB97M-V functional and the def2-TZVPD basis.

LUMO level in eV: 0.630
HOMO level in eV: -9.19
SMILES string: [H]/N=C/C.C=N
M in g/mol: 72.11
E_tot in hartree: -228.51771
Largest force on an atom in eV/Å: 2.72
Energy above the lowest of the compared OMol25 structures with the same formula, charge and spin in kcal/mol: 82.2
Multiplicity: 1

The geometry in XYZ format:
```
13
Properties=species:S:1:pos:R:3:mulliken_charge:R:1
H -0.596 -1.312 -0.081 0.2535
N 0.545 -1.241 -0.044 -0.6636
C 0.850 -0.059 0.138 0.2884
C 2.216 0.525 0.207 -1.0690
H -0.163 0.673 0.214 0.5167
H 2.350 1.269 -0.579 0.2729
H 2.352 1.032 1.163 0.2829
H 2.978 -0.245 0.098 0.2918
C -2.094 -0.539 -0.066 -0.4701
N -1.709 0.715 -0.024 -0.5901
H -2.432 -0.977 0.870 0.3260
H -2.517 -1.006 -0.959 0.3058
H -1.779 1.165 -0.938 0.2548
```


No. 3
Here is a single C3H8N2 molecule from the Open Molecules 2025 dataset. Energies are from the ωB97M-V functional and the def2-TZVPD basis.

LUMO level in eV: 1.113
HOMO level in eV: -8.07
SMILES string: CC(C)=NN
M in g/mol: 72.11
E_tot in hartree: -228.53683
Largest force on an atom in eV/Å: 3.76
Energy above the lowest of the compared OMol25 structures with the same formula, charge and spin in kcal/mol: 70.2
Multiplicity: 1

The geometry in XYZ format:
```
13
Properties=species:S:1:pos:R:3:mulliken_charge:R:1
C 1.851 -0.581 -0.002 -1.0054
C 0.453 0.085 -0.031 0.8033
C 0.136 1.492 -0.039 -1.0329
N -0.507 -0.823 0.004 -0.3898
N -1.801 -0.332 -0.012 -0.5224
H 2.452 -0.209 -0.821 0.2653
H 2.470 -0.597 0.945 0.2532
H 1.547 -1.616 -0.038 0.3564
H -0.642 1.546 0.823 0.2716
H -0.462 1.792 -0.876 0.2997
H 0.899 2.146 0.271 0.3429
H -2.400 -0.825 -0.606 0.1915
H -2.343 -0.126 0.783 0.1666
```


No. 4
Here is 2 unconnected molecules or ions with the total composition C3H8N2O from the Open Molecules 2025 dataset. Energies are from the ωB97M-V functional and the def2-TZVPD basis.

LUMO level in eV: 0.993
HOMO level in eV: -9.29
SMILES string: C=NOC.C=N
M in g/mol: 88.11
E_tot in hartree: -303.69364
Largest force on an atom in eV/Å: 3.52
Energy above the lowest of the compared OMol25 structures with the same formula, charge and spin in kcal/mol: 124.6
Multiplicity: 1

The geometry in XYZ format:
```
14
Properties=species:S:1:pos:R:3:mulliken_charge:R:1
C -0.514 -2.287 -0.462 -0.2477
N -0.211 -1.569 0.516 -0.3061
O 0.631 -0.290 0.106 -0.1897
C 1.499 0.218 1.101 -0.6743
H -0.110 -2.146 -1.465 0.3068
H -1.256 -3.062 -0.301 0.2821
H 1.474 -0.277 2.075 0.2944
H 1.307 1.272 1.312 0.2835
H 2.513 0.129 0.711 0.2560
C -0.877 1.189 -0.717 -0.1844
N -0.831 2.464 -0.917 -0.5792
H -1.598 0.781 0.005 0.2773
H -0.471 0.594 -1.543 0.2401
H -1.556 2.982 -0.418 0.2412
```


No. 5
Here is a single C3H8N2O molecule from the Open Molecules 2025 dataset. Energies are from the ωB97M-V functional and the def2-TZVPD basis.

LUMO level in eV: 0.909
HOMO level in eV: -9.68
SMILES string: CNC(=O)CN
M in g/mol: 88.11
E_tot in hartree: -303.82908
Largest force on an atom in eV/Å: 4.94
Energy above the lowest of the compared OMol25 structures with the same formula, charge and spin in kcal/mol: 39.6
Multiplicity: 1

The geometry in XYZ format:
```
14
Properties=species:S:1:pos:R:3:mulliken_charge:R:1
C 0.466 -2.208 -0.248 -0.7720
N -0.122 -0.822 -0.264 -0.1906
C 0.681 0.112 0.399 0.4810
O 1.732 -0.087 1.079 -0.6363
C 0.121 1.555 -0.076 -0.4139
N -1.341 1.751 -0.086 -0.6897
H 1.561 -2.203 -0.098 0.2836
H -0.014 -2.828 0.567 0.2461
H 0.167 -2.691 -1.232 0.2918
H -1.004 -0.477 -0.723 0.3082
H 0.709 1.856 -0.924 0.3040
H 0.435 2.160 0.818 0.3026
H -1.614 2.696 0.160 0.2621
H -1.777 1.185 0.628 0.2232
```


No. 6
Here is a single C3H8N2O molecule from the Open Molecules 2025 dataset. Energies are from the ωB97M-V functional and the def2-TZVPD basis.

LUMO level in eV: 0.893
HOMO level in eV: -9.47
SMILES string: CC(=O)NCN
M in g/mol: 88.11
E_tot in hartree: -303.84389
Largest force on an atom in eV/Å: 3.24
Energy above the lowest of the compared OMol25 structures with the same formula, charge and spin in kcal/mol: 30.3
Multiplicity: 1

The geometry in XYZ format:
```
14
Properties=species:S:1:pos:R:3:mulliken_charge:R:1
C 1.133 -1.302 1.302 -1.0650
C 0.819 0.140 0.899 0.6886
O 1.554 1.122 1.024 -0.5794
N -0.521 0.404 0.624 -0.2343
C -0.754 1.016 -0.679 -0.5654
N -0.791 0.110 -1.796 -0.5581
H 2.181 -1.194 1.626 0.3034
H 0.481 -1.694 2.042 0.3556
H 1.099 -1.827 0.352 0.2792
H -1.252 -0.271 0.745 0.2323
H -1.717 1.564 -0.711 0.2970
H -0.023 1.817 -0.857 0.4360
H -0.591 0.586 -2.672 0.2099
H -1.620 -0.472 -1.899 0.2002
```


Which of these has the highest largest force on an atom?
number 5